# 1
The following is a DFT calculation (wB97M-V/def2-TZVPD) of 3 unconnected molecules or ions with the total composition C20H33NO8S.

Last column: Löwdin charge in e.
Positions of all 63 atoms, in Å:
1 S -2.76039 2.75037 4.33758  0.741
2 O -2.31273 4.43442 -2.75185  -0.205
3 O 0.19860 -2.81437 3.85361  0.106
4 O 3.83652 -2.45631 1.10755  -0.202
5 O -1.40573 1.83984 -4.11141  -0.128
6 O 3.23849 -3.64889 -1.84631  -0.203
7 O 0.32040 1.73015 4.41324  0.113
8 O -0.32890 2.33777 -1.26578  -0.200
9 O 1.18430 -1.91471 -0.37104  -0.135
10 N 0.50723 -0.62868 4.64285  0.165
11 C 4.66366 -1.51564 1.75838  -0.113
12 C -2.56679 2.09573 -3.32484  -0.178
13 C 2.51291 -2.47120 1.63006  -0.203
14 C -2.87272 0.91648 4.19038  -0.487
15 C -1.72464 -1.28047 4.10128  -0.054
16 C 2.20399 -1.53165 -1.29120  -0.174
17 C -0.24236 -1.73911 4.16379  -0.377
18 C 0.36937 1.84221 -2.39865  -0.202
19 C -2.28872 5.71346 -3.35140  -0.114
20 C -2.95272 -2.01973 3.94836  0.011
21 C -0.31243 1.43346 -0.17838  -0.101
22 C -3.10917 3.50719 -3.47798  -0.198
23 C -4.17377 0.25467 4.00813  -0.062
24 C 2.95116 -4.87432 -2.48802  -0.113
25 C -0.19186 2.44745 -3.67535  -0.174
26 C -0.14659 0.63249 4.42125  -0.379
27 C -4.18775 -1.21774 3.90885  -0.044
28 C 1.52800 -2.93163 0.56915  -0.167
29 C 2.47586 -2.56881 -2.36825  -0.192
30 C -1.62211 0.17950 4.23467  -0.080
31 H 3.51605 -5.66025 -1.98670  0.089
32 H 0.70874 1.29687 0.19383  0.089
33 H 1.82330 -0.63333 -1.78331  0.101
34 H -0.92898 1.85244 0.61792  0.081
35 H -2.39836 1.83642 -2.27875  0.118
36 H -4.12631 3.55418 -3.06908  0.126
37 H 5.63119 -1.51136 1.25627  0.089
38 H -0.73903 0.46762 -0.47008  0.089
39 H 0.29268 0.74958 -2.45311  0.113
40 H -3.32611 1.40493 -3.70157  0.127
41 H 1.42443 2.12580 -2.28890  0.130
42 H -5.18597 -1.71042 3.79893  0.104
43 H 2.49796 -3.16937 2.47468  0.122
44 H -3.13448 3.76770 -4.54212  0.125
45 H 0.52682 2.25759 -4.47747  0.127
46 H 3.11588 -1.23955 -0.76842  0.122
47 H -0.29933 3.52994 -3.59713  0.118
48 H -1.91961 5.65068 -4.38146  0.087
49 H 4.80772 -1.79042 2.80929  0.087
50 H 3.24799 -4.83691 -3.54111  0.087
51 H 1.52110 -2.92661 -2.77001  0.127
52 H 1.52047 -0.65202 4.52926  0.156
53 H 0.59097 -3.18371 1.07250  0.121
54 H -3.28577 6.16535 -3.33574  0.087
55 H -5.12216 0.83697 3.95147  0.105
56 H 1.86856 -3.83647 0.06482  0.121
57 H -1.60405 6.34211 -2.78203  0.088
58 H -2.28740 3.14142 3.10927  -0.121
59 H 2.22303 -1.47213 1.98166  0.115
60 H 1.88471 -5.11321 -2.40536  0.087
61 H 3.06062 -2.11171 -3.17643  0.128
62 H 4.23591 -0.50868 1.68756  0.085
63 H -2.93172 -3.12535 3.87265  0.117

LUMO level = -0.68 eV
ΔE to the lowest compared entry with this formula, charge and spin = 0.00 kJ/mol
Gap between HOMO and LUMO = 8.46 eV
Electronic energy = -49976.5141 eV
SMILES = O=C1NC(=O)c2c(S)cccc21.COCCOCCOC.COCCOCCOC


# 2
The following is a DFT calculation (wB97M-V/def2-TZVPD) of a molecular structure, C20H34AgF6O22PS4.

Last column: Löwdin charge in e.
Positions of all 88 atoms, in Å:
1 Ag -1.93157 -3.13970 -0.12196  0.837
2 S 4.69465 -2.35371 5.01411  0.579
3 S 4.53439 2.11575 -1.50914  0.584
4 S -6.10142 -0.25133 2.13884  0.578
5 S 0.15363 1.28154 -5.51937  0.579
6 P 0.58203 -1.23796 1.17728  0.151
7 F 0.49198 -2.22432 -0.13212  -0.195
8 F 0.66784 -0.25358 2.45849  -0.153
9 F 0.46792 -2.55215 2.10841  -0.149
10 F 0.71003 0.01419 0.18940  -0.137
11 F 2.19231 -1.38181 1.19018  -0.144
12 F -1.02474 -1.09988 1.19828  -0.178
13 O -4.73342 -0.39147 2.92353  -0.190
14 O -2.95604 -1.15943 -0.99400  0.044
15 O 4.53254 -1.30601 3.84613  -0.196
16 O 3.78739 1.07990 -2.12235  -0.213
17 O -0.25950 4.90834 2.26592  0.025
18 O 4.94460 1.63337 -0.06409  -0.169
19 O -0.90197 0.54717 -4.58872  -0.200
20 O 1.29792 1.29629 -4.41323  -0.173
21 O 5.22357 -3.56120 4.51951  -0.200
22 O -6.21121 -1.34742 1.24580  -0.232
23 O 5.63255 2.68081 -2.18901  -0.193
24 O -5.67931 1.03553 1.28456  -0.201
25 O -1.07777 -4.03501 -2.13615  0.037
26 O 3.12718 -2.48979 5.29822  -0.172
27 O -7.14379 0.07997 3.02257  -0.200
28 O 3.53917 3.24918 -1.01175  -0.177
29 O 5.30524 -1.71616 6.12764  -0.223
30 O -3.06876 -0.14136 -2.94648  0.019
31 O -0.27870 2.59599 -5.77884  -0.202
32 O 0.18410 -3.63700 -3.90063  0.033
33 O 0.53317 0.42185 -6.57596  -0.211
34 O -1.87536 3.38798 2.00119  0.127
35 C 0.93944 5.04018 3.05402  -0.142
36 C -5.36592 -0.19063 -3.31078  -0.118
37 C -4.08287 0.49320 -3.75890  -0.132
38 C 3.82390 1.72190 0.80392  -0.159
39 C 0.01022 -4.08962 -2.66296  -0.476
40 C 1.48016 -3.96131 -4.40135  -0.125
41 C -0.16430 -0.51770 -3.95658  -0.149
42 C 0.79892 3.93941 4.11866  -0.132
43 C -5.09493 -0.25456 -1.79732  -0.067
44 C 1.31435 -4.60008 -2.09926  -0.063
45 C 2.07514 -4.96085 -3.38082  -0.121
46 C -3.60825 -0.50472 -1.76846  -0.440
47 C 1.19451 0.12842 -3.59759  -0.155
48 C 0.16488 2.84446 3.26806  -0.080
49 C -0.78164 3.66271 2.39888  -0.470
50 C -3.67203 0.36618 2.29290  -0.127
51 C -4.44185 1.55534 1.77599  -0.180
52 C 3.50259 -0.36302 4.26630  -0.136
53 C 2.46643 -1.31262 4.85609  -0.169
54 C 3.01662 2.92928 0.28535  -0.141
55 H -4.08197 1.56346 -3.53581  0.136
56 H -3.92667 2.10681 0.98876  0.124
57 H 1.95292 2.72485 0.17020  0.126
58 H 1.05554 -5.45936 -1.48352  0.132
59 H 0.90339 6.02701 3.50869  0.127
60 H -6.31812 0.29303 -3.49762  0.123
61 H -0.36985 2.04948 3.77541  0.120
62 H -0.01305 -1.32173 -4.67039  0.109
63 H 4.18844 1.88669 1.81795  0.127
64 H -3.81364 0.38373 -4.80433  0.130
65 H -3.25437 -0.22258 1.47986  0.101
66 H 0.19162 4.30657 4.94082  0.122
67 H -5.60826 -1.09883 -1.33622  0.122
68 H -5.30817 -1.19969 -3.72136  0.126
69 H 1.41623 -4.47610 -5.35594  0.131
70 H -4.64770 2.33607 2.51186  0.135
71 H 1.77327 3.59942 4.47028  0.114
72 H 1.81918 -0.86464 5.60847  0.137
73 H -2.96555 0.63553 3.06782  0.134
74 H 3.14780 -4.79365 -3.33858  0.120
75 H 3.25475 0.79208 0.85801  0.105
76 H 1.83224 4.94789 2.43769  0.107
77 H 1.23601 0.37239 -2.53825  0.112
78 H 3.15943 3.80371 0.91699  0.114
79 H 0.88879 2.43091 2.55909  0.112
80 H 1.80982 -1.61684 4.04218  0.098
81 H 1.82761 -5.99654 -3.60210  0.119
82 H 2.03285 -0.54076 -3.79234  0.122
83 H 2.08455 -3.05839 -4.44880  0.124
84 H 4.05795 0.27526 4.95653  0.126
85 H -5.42942 0.60693 -1.22132  0.123
86 H -0.73027 -0.80530 -3.07741  0.116
87 H 3.13058 0.16788 3.39913  0.102
88 H 1.76999 -3.82987 -1.47814  0.126

LUMO level = -1.17 eV
ΔE to the lowest compared entry with this formula, charge and spin = 0.00 kJ/mol
Gap between HOMO and LUMO = 9.79 eV
Electronic energy = -139273.6484 eV


# 3
The following is a DFT calculation (wB97M-V/def2-TZVPD) of a molecular structure, C20H34BN8O5S3Zn.

Last column: Löwdin charge in e.
Positions of all 72 atoms, in Å:
1 Zn -0.55109 -0.29950 -0.85635  0.537
2 S 2.11156 -2.50485 4.88693  0.616
3 S -1.59742 -0.74285 -3.34340  0.407
4 S 0.94099 0.82701 2.82566  0.571
5 O 3.05020 -2.42566 5.97483  -0.313
6 O -2.79442 -1.06777 -4.08405  -0.331
7 O -1.58956 0.61699 -2.76777  -0.381
8 O -1.28599 -1.70173 -2.25084  -0.384
9 O 1.15604 -3.59224 4.94768  -0.339
10 N -0.76721 2.96526 -1.09820  -0.048
11 N -2.40393 0.27473 0.14557  0.060
12 N 1.33108 -1.09466 4.64493  -0.120
13 N 1.34463 -0.42952 -1.49105  0.103
14 N 0.09505 1.93702 -0.59449  0.011
15 N -1.41124 -2.68843 2.72117  -0.161
16 N -0.36905 -1.66028 0.73664  0.195
17 N -4.50021 0.75441 0.52023  0.095
18 C -1.59955 -1.88872 3.93865  -0.038
19 C -0.26551 -0.81317 -4.50062  -0.132
20 C 2.95603 -2.53874 3.32989  -0.231
21 C -0.08580 3.93460 -1.97518  -0.634
22 C -1.42992 -4.14278 2.85498  -0.030
23 C -2.47330 1.36916 0.99035  -0.132
24 C -1.15425 4.96592 -2.33597  -0.054
25 C 1.59987 -0.58276 3.45797  -0.876
26 C 3.05895 -1.15353 1.37999  -0.040
27 C 4.34718 -3.19732 1.53263  -0.077
28 C 0.45471 3.29393 -3.26153  -0.034
29 C 2.39484 -0.21428 -1.91926  -0.216
30 C -0.84198 -2.14270 1.67208  -0.239
31 C 1.04240 4.61984 -1.21030  -0.046
32 C 3.95518 -2.06026 0.82864  -0.053
33 C -3.64699 -0.07873 -0.11639  -0.357
34 C 2.56792 -1.40263 2.64925  -0.244
35 C 3.84472 -3.45519 2.80358  -0.048
36 C -3.76706 1.68112 1.23285  -0.078
37 C -4.12956 -1.23708 -0.91749  0.006
38 B 3.80621 0.15542 -2.51348  -0.433
39 H -2.65041 -1.92707 4.23217  0.084
40 H 0.34426 2.16908 0.36220  0.037
41 H 4.12384 -4.34078 3.36073  0.114
42 H 0.95952 1.90155 -1.12693  0.054
43 H -1.98780 4.48136 -2.85279  0.083
44 H -1.53819 5.43815 -1.43043  0.079
45 H 5.05572 -3.88484 1.08702  0.099
46 H 4.51575 0.47775 -1.58160  0.003
47 H 3.60488 1.09886 -3.25905  -0.004
48 H -0.74202 5.73274 -2.99427  0.080
49 H -0.51343 -0.12060 -5.30273  0.069
50 H 4.34505 -1.87592 -0.16518  0.098
51 H -1.46435 2.47546 -1.65093  0.073
52 H -1.58371 1.82322 1.38850  0.070
53 H 0.66904 5.02719 -0.26767  0.086
54 H -4.11763 -1.01463 -1.98549  0.066
55 H 4.24846 -0.79966 -3.11658  0.000
56 H 1.86391 3.93535 -0.99016  0.078
57 H -5.14622 -1.49852 -0.62248  0.079
58 H 0.65858 -0.52839 -4.00266  0.043
59 H 1.28400 2.60746 -3.06644  0.069
60 H -1.30509 -0.85767 3.74652  0.060
61 H -0.62575 -4.47164 3.51499  0.073
62 H 2.74712 -0.26946 0.84149  0.078
63 H 1.44952 5.43757 -1.80821  0.084
64 H -0.33684 2.72884 -3.75791  0.074
65 H -2.38929 -4.43995 3.28000  0.086
66 H 0.81657 4.06790 -3.94122  0.084
67 H -5.50088 0.68271 0.49354  0.151
68 H -3.47295 -2.09239 -0.77033  0.082
69 H -0.96679 -2.27666 4.73624  0.066
70 H -4.22027 2.46578 1.81166  0.107
71 H -1.31310 -4.59985 1.87533  0.093
72 H -0.20504 -1.83299 -4.87544  0.070

LUMO level = 2.07 eV
ΔE to the lowest compared entry with this formula, charge and spin = 50.86 kJ/mol
Gap between HOMO and LUMO = 7.37 eV
Electronic energy = -125054.3281 eV
Charge = -1